# 1
{"formula": "C7H14N2", "method": "wB97M-V/def2-TZVPD", "species": ["N", "N", "C", "C", "C", "C", "C", "C", "C", "H", "H", "H", "H", "H", "H", "H", "H", "H", "H", "H", "H", "H", "H"], "xyz": [[-0.146475, 0.542965, -2.876756], [1.520712, 1.751853, -2.048165], [1.062972, 1.065764, -3.088226], [-2.095297, -1.952698, 2.374326], [2.078506, 1.112758, 1.018779], [-1.648390, -2.111154, 0.914763], [0.710771, 1.390960, -0.987722], [0.886195, 1.884026, 0.434274], [-0.306438, 0.481887, -1.507488], [1.130864, 2.939045, 0.442080], [2.339169, 0.263260, 0.374931], [1.624444, 1.106393, -4.014863], [3.046685, 1.719522, 0.807096], [-0.788637, -2.824904, 0.829743], [-1.549412, -2.662359, 2.984504], [-1.694930, -0.920650, 2.547671], [-1.016047, -0.137541, -1.012596], [-2.313143, -2.727757, 0.292221], [-3.172536, -2.076832, 2.479430], [-0.488534, -0.220155, -3.461952], [-0.030724, 1.626408, 0.955982], [-1.116423, -1.232992, 0.438415], [1.966663, 0.982204, 2.103549]], "forces_ev_per_angstrom": [[-0.85, -3.05, 1.06], [-0.71, -1.02, 1.73], [1.51, 2.73, 0.02], [1.16, 1.35, -1.16], [2.53, 1.26, -0.83], [1.97, -1.96, -1.04], [0.79, 0.95, -0.83], [-0.16, -1.00, -1.46], [0.73, 1.44, -1.05], [-0.44, 0.22, -0.06], [-0.50, -0.59, 0.97], [-0.47, -0.39, -0.20], [-1.66, -0.61, 0.71], [-0.24, 0.38, 0.64], [-0.18, 0.02, 0.29], [-1.00, -0.81, 1.00], [-0.60, -0.17, 0.13], [-0.39, 1.16, -0.25], [0.20, 0.39, 0.22], [-0.28, 0.44, -0.02], [-0.07, 0.35, 0.25], [-1.50, -0.61, 0.46], [0.16, -0.48, -0.58]], "lowdin_charge": [0.1280, 0.1706, -0.0726, -0.1425, -0.0741, -0.1909, -0.1513, -0.1561, 0.1322, 0.1267, 0.0744, 0.1617, 0.1201, 0.0722, 0.0643, 0.0713, 0.1076, 0.0714, 0.0703, 0.1880, 0.1140, 0.0240, 0.0906], "total_charge": 1, "gap_ev": [10.180, 6.593], "spin_multiplicity": 2, "e_above_lowest_kcal_mol": 32.3, "s_squared": 0.760, "homo_ev": [-14.33, -14.33], "max_force_ev_per_a": 3.34}

# 2
{"formula": "C13H17Br3N2O3", "method": "wB97M-V/def2-TZVPD", "species": ["Br", "Br", "Br", "O", "O", "O", "N", "N", "C", "C", "C", "C", "C", "C", "C", "C", "C", "C", "C", "C", "C", "H", "H", "H", "H", "H", "H", "H", "H", "H", "H", "H", "H", "H", "H", "H", "H", "H"], "xyz": [[2.581284, 4.478956, -0.471126], [2.184539, 5.336470, -3.567183], [4.204832, 2.927430, -2.800093], [-1.873038, -2.641648, 2.068599], [-1.535804, 2.622020, -3.818673], [0.750224, -0.260673, 3.689734], [1.263576, -2.301544, 3.095699], [-0.375466, -1.843396, 0.583044], [-2.015335, 0.495440, -0.850707], [0.728824, -1.106975, 2.803720], [-1.379050, 2.111049, -2.569706], [-1.043426, 1.033460, 0.016337], [-1.800628, -3.690796, -0.054086], [-0.418547, 2.661139, -1.695124], [-2.177803, 1.028182, -2.145445], [0.180017, -0.744304, 1.393476], [-1.350494, -2.669503, 0.964884], [1.578697, -3.430664, 2.221282], [3.485241, 4.681164, -2.222372], [-0.251389, 2.117614, -0.407032], [-0.812648, 0.438156, 1.395046], [1.529532, -2.387712, 4.064506], [1.940762, -3.079056, 1.254135], [-0.994813, -4.399227, -0.234415], [4.305920, 5.398713, -2.127951], [-0.428087, 1.231320, 2.037244], [2.356277, -4.040940, 2.683283], [0.488675, 2.531948, 0.263491], [-2.638381, -0.323530, -0.518284], [-1.765273, 0.118150, 1.819510], [-2.668665, -4.220139, 0.337642], [-0.041282, -1.928632, -0.361650], [-2.917347, 0.623328, -2.819325], [0.185910, 3.496114, -2.011605], [-2.072024, -3.187488, -0.979877], [1.059096, -0.390981, 0.855954], [0.690916, -4.050054, 2.084079], [-0.954825, 3.366607, -3.977009]], "forces_ev_per_angstrom": [[0.67, 0.29, -0.88], [0.78, -0.20, 0.68], [-0.28, 1.04, 0.32], [0.32, 0.34, 0.12], [-0.64, -0.47, -0.35], [-0.44, 0.30, -0.62], [0.51, -1.27, -0.67], [1.33, 0.65, -0.02], [0.79, 1.12, -0.65], [-0.40, 0.87, 0.68], [0.56, -0.07, 1.17], [0.14, -0.21, -0.10], [0.00, 0.14, 0.00], [-0.59, -0.99, 0.60], [0.54, 0.37, 0.45], [-0.34, -0.20, -0.24], [-1.27, -0.80, 0.74], [-0.41, 0.32, 0.15], [-0.73, -0.75, -0.04], [-0.87, -0.42, -1.01], [-0.08, 0.36, 0.21], [-0.02, 0.18, -0.08], [-0.01, -0.10, 0.07], [0.03, -0.09, -0.19], [-0.39, -0.32, -0.06], [0.06, -0.20, 0.14], [-0.05, 0.16, -0.01], [0.02, 0.02, 0.02], [-0.05, -0.02, 0.00], [0.09, -0.15, 0.08], [0.15, 0.10, -0.01], [0.01, 0.06, 0.00], [-0.07, 0.00, -0.09], [0.09, 0.15, -0.09], [0.05, -0.11, -0.22], [0.19, -0.08, -0.16], [0.08, -0.13, -0.16], [0.23, 0.12, 0.20]], "lowdin_charge": [0.5719, 0.5246, 0.5223, 0.0612, 0.0498, 0.0449, 0.0344, 0.0922, -0.0296, -0.4447, -0.3105, -0.2246, 0.0048, -0.0238, -0.0019, -0.1712, -0.5859, -0.0656, -1.4837, -0.0411, -0.0983, 0.1428, 0.0814, 0.0801, -0.0171, 0.1159, 0.0852, 0.0683, 0.1073, 0.1260, 0.0876, 0.1470, 0.1085, 0.0432, 0.0773, 0.1560, 0.0728, 0.0924], "gap_ev": 7.805, "spin_multiplicity": 1, "homo_ev": -8.43, "max_force_ev_per_a": 1.67}

# 3
{"formula": "C7H7NO2S", "method": "wB97M-V/def2-TZVPD", "species": ["S", "O", "O", "N", "C", "C", "C", "C", "C", "C", "C", "H", "H", "H", "H", "H", "H", "H"], "xyz": [[0.368268, -1.420728, -1.563080], [0.969745, -1.321595, -2.907123], [0.830731, -2.541279, -0.743412], [0.495164, 0.088122, -0.703868], [-0.007828, -0.169103, 0.734179], [0.954875, 1.877337, 1.002768], [1.728919, -0.039906, 0.089102], [1.128862, -0.839278, 1.119845], [-1.414557, -1.588261, -1.721942], [-0.135770, 1.084028, 1.441978], [2.126024, 1.136359, 0.734811], [-2.031364, -0.614452, -1.732513], [1.126704, 2.992909, 1.201594], [-1.914542, -2.239377, -0.974825], [-1.452786, -1.947781, -2.831548], [1.467772, -1.340251, 2.009574], [3.174296, 1.380744, 0.927434], [-1.108304, 1.355202, 1.811612]], "forces_ev_per_angstrom": [[0.26, -0.76, -1.24], [-1.16, 0.52, 2.46], [-0.39, 0.96, -0.37], [0.28, -1.60, -0.71], [-0.80, -0.47, -1.39], [0.52, 1.91, 2.22], [-1.10, -0.98, 0.82], [1.36, -1.50, 0.07], [-1.39, 0.88, -2.19], [-0.04, 1.45, -1.27], [1.57, 1.44, -0.89], [1.54, -1.13, 0.12], [-0.89, -1.72, -0.21], [0.88, 0.11, -0.63], [-0.31, 0.14, 2.14], [0.12, 0.20, 0.19], [-0.68, 0.11, 0.23], [0.24, 0.45, 0.63]], "lowdin_charge": [0.6600, -0.3232, -0.3260, -0.0872, -0.2225, -0.0745, -0.2166, 0.1253, -0.1574, -0.0449, -0.0849, 0.0916, 0.1380, 0.0683, 0.0935, 0.1507, 0.1149, 0.0948], "gap_ev": 7.037, "spin_multiplicity": 1, "e_above_lowest_kcal_mol": 174.7, "homo_ev": -7.55, "max_force_ev_per_a": 2.97}

# 4
{"formula": "C3H5ClN2", "method": "wB97M-V/def2-TZVPD", "species": ["Cl", "N", "N", "C", "C", "C", "H", "H", "H", "H", "H"], "xyz": [[-0.524655, -3.079099, -0.607155], [-2.323457, -1.283710, -0.018081], [1.073432, 0.805333, 0.995989], [0.007818, 0.454728, 1.468173], [-1.216610, -1.428918, -0.524631], [2.044118, 1.153320, 0.199978], [-2.864816, -0.308605, -0.096581], [2.295500, 2.277241, 0.084010], [-0.067645, 0.445072, 2.457515], [2.713446, 0.378807, -0.105358], [-0.590769, -0.771182, -1.130415]], "forces_ev_per_angstrom": [[0.00, 0.49, 0.30], [-2.76, 2.19, 0.38], [0.70, 0.50, -1.77], [0.77, 0.79, -3.87], [0.44, -0.39, -1.30], [-0.69, 1.67, 1.46], [2.27, -2.57, 0.15], [-0.64, -2.18, 0.06], [-0.41, -0.45, 4.43], [0.41, -0.18, -0.19], [-0.08, 0.14, 0.36]], "lowdin_charge": [0.5116, -0.0004, -0.1274, 0.0637, -0.7485, -0.0344, 0.1271, 0.0986, 0.0051, 0.0487, 0.0560], "gap_ev": 9.175, "spin_multiplicity": 1, "e_above_lowest_kcal_mol": 80.9, "homo_ev": -8.42, "max_force_ev_per_a": 4.47}

# 5
{"formula": "C25H44InOP2", "method": "wB97M-V/def2-TZVPD", "species": ["In", "P", "P", "O", "C", "C", "C", "C", "C", "C", "C", "C", "C", "C", "C", "C", "C", "C", "C", "C", "C", "C", "C", "C", "C", "C", "C", "C", "C", "H", "H", "H", "H", "H", "H", "H", "H", "H", "H", "H", "H", "H", "H", "H", "H", "H", "H", "H", "H", "H", "H", "H", "H", "H", "H", "H", "H", "H", "H", "H", "H", "H", "H", "H", "H", "H", "H", "H", "H", "H", "H", "H", "H"], "xyz": [[-0.483580, 0.659414, 0.205695], [-2.184088, 0.108876, -1.728453], [2.116700, 1.480464, -1.518217], [-0.810570, 3.329559, 0.758349], [0.346254, -0.553475, -4.666374], [-0.675993, 2.478209, 1.630226], [-1.514566, 1.680882, -3.523342], [-0.651860, -1.431840, 4.350018], [0.298154, 1.525513, -1.585110], [2.928010, -2.016163, 3.460778], [2.661378, 3.081384, -0.940169], [1.445817, -1.955009, 3.587328], [-1.959221, 0.255959, -3.482592], [-3.499415, 1.279842, -1.302461], [1.676686, 1.175405, -3.325422], [-0.785902, -2.393485, 3.320203], [-1.698351, -1.632509, -1.429764], [0.844394, -3.725631, 1.803261], [2.738718, -0.178526, -1.051846], [0.982116, 2.303895, -4.099453], [-2.062220, -3.003261, 2.845189], [0.512858, -2.723763, 2.848145], [-0.706758, 2.670172, 3.130437], [1.301842, -0.211686, 5.494852], [-0.526045, 2.147778, -4.509578], [1.236794, -0.160853, -3.568782], [0.726142, -1.154211, 4.508261], [-1.749622, -0.819034, 5.132889], [-1.163647, -0.753875, -4.345071], [-1.785556, 0.267081, 4.982214], [1.722597, -3.406126, 1.214785], [-2.691069, -2.085380, -1.348464], [-0.858763, 3.157677, -4.757420], [3.363361, -2.701484, 4.204079], [-0.612947, 1.623616, -5.469792], [3.368177, -1.025603, 3.625294], [0.737811, 0.728656, 5.517567], [1.281672, -0.629556, 6.511346], [2.862687, 3.629263, -1.871902], [1.974323, 3.677345, -0.310968], [-3.035012, 0.010204, -3.730462], [-0.101020, 0.719440, -2.290038], [-2.715446, -1.236943, 4.837947], [0.042325, 3.433185, 3.422591], [-2.327126, -3.896007, 3.439969], [3.219188, -2.371989, 2.466767], [-0.003933, -3.875345, 1.114701], [1.086560, -4.709332, 2.251837], [3.395011, -0.168000, -0.167748], [-1.329192, -1.787496, -4.014520], [3.602755, 2.935321, -0.392354], [-1.728473, 2.976407, 3.427111], [1.491887, 2.486298, -5.054353], [-4.098503, 0.657007, -0.630786], [-4.111659, 1.682246, -2.120212], [3.353333, -0.455079, -1.927194], [-0.208540, 2.481084, -1.825952], [1.609980, -0.995409, -2.978418], [-1.611147, -0.998361, 6.206217], [-0.460480, 1.718819, 3.632188], [-3.043958, 2.114538, -0.743357], [2.342081, 0.018859, 5.249241], [-2.885959, -2.282419, 2.941818], [-1.681340, -0.650744, -5.305496], [0.420821, 0.050939, -5.573788], [1.997363, -0.992039, -0.909729], [-1.987177, -3.314477, 1.792672], [1.067315, 3.235348, -3.529526], [-1.079446, -2.151160, -2.181026], [-1.165173, -1.683176, -0.456732], [-2.197921, 2.452904, -3.127692], [0.671256, -1.542157, -5.016720], [2.765326, 1.438049, -3.102700]], "forces_ev_per_angstrom": [[-0.60, 0.26, 1.95], [2.63, 0.13, 1.59], [-6.26, -1.18, 1.20], [0.18, -0.33, 1.61], [-0.58, -0.67, -0.84], [-0.33, 0.01, -1.35], [-1.50, 0.28, -1.52], [-0.50, -1.26, -1.29], [-0.44, -0.44, 2.35], [0.15, -0.06, 0.14], [1.41, 0.12, -0.17], [-0.46, -0.01, -0.06], [-0.55, 0.08, -0.65], [-1.23, -0.87, 0.37], [3.33, 0.86, -2.13], [-1.30, 1.67, 1.17], [-1.81, -1.00, 1.06], [0.08, -0.41, -0.24], [1.20, 0.24, 0.31], [0.09, 0.35, -0.15], [-0.20, -0.16, 0.08], [1.71, 1.09, -0.32], [0.19, -0.15, -0.03], [0.15, 0.17, 0.05], [0.16, 0.89, -0.34], [1.34, -0.60, 0.36], [0.46, -0.79, -0.62], [-0.16, 0.12, 0.19], [-0.40, 0.27, -0.33], [-0.13, -0.02, 0.13], [-0.30, -0.24, 0.21], [0.41, -1.18, 0.24], [0.32, 0.20, -0.08], [0.08, 0.15, -0.22], [0.09, -0.06, 0.41], [0.11, -0.18, -0.08], [0.05, -0.07, 0.12], [0.00, 0.11, -0.12], [0.16, 0.19, 0.28], [-0.14, -0.87, -0.40], [0.66, 0.87, -0.55], [1.44, 1.58, 1.29], [0.05, 0.12, 0.14], [-0.53, -0.18, -0.14], [-0.01, 0.22, -0.24], [0.11, 0.06, 0.12], [0.34, -0.04, 0.20], [-0.07, 0.29, -0.23], [-0.25, 0.15, -0.25], [-0.11, 0.43, -0.07], [-0.10, 0.31, -0.23], [0.50, 0.04, -0.12], [0.19, -0.14, 0.32], [-0.55, 0.62, 0.25], [0.04, -0.47, 0.11], [0.03, -0.04, 0.40], [0.72, -0.44, 0.73], [-0.02, 0.33, -0.21], [-0.15, 0.09, -0.08], [-0.14, 0.42, -0.28], [-0.15, -0.50, -0.26], [-0.08, 0.02, 0.14], [0.11, -0.29, -0.10], [0.16, -0.38, -0.03], [0.25, 0.15, 0.39], [-0.02, 1.01, -0.01], [-0.13, 0.05, 0.27], [0.04, -0.04, -0.09], [-0.58, 0.67, 0.08], [-0.51, -0.26, -0.47], [0.48, -0.61, -0.06], [0.03, 0.08, 0.14], [0.77, -0.80, -4.01]], "lowdin_charge": [0.7769, 0.8464, 0.9218, -0.0629, -0.1842, -0.4415, -0.1554, -0.2467, -0.4976, -0.0626, -0.1361, -0.2443, -0.4487, -0.2260, -0.4193, -0.2218, -0.2445, -0.0579, -0.1630, -0.1340, -0.0589, -0.2088, -0.0586, -0.0348, -0.1820, -0.1114, -0.2155, -0.0488, -0.1515, 0.0614, 0.0644, 0.0549, 0.1226, 0.0865, 0.1117, 0.0626, 0.0696, 0.0957, 0.0725, 0.0832, 0.1411, -0.0122, 0.0681, 0.0984, 0.0917, 0.0568, 0.0622, 0.0962, 0.0727, 0.0980, 0.0718, 0.1018, 0.1281, 0.0570, 0.0678, 0.0713, 0.0720, 0.0964, 0.0866, 0.0512, 0.0452, 0.0679, 0.0682, 0.1237, 0.1090, 0.0628, 0.0568, 0.1071, 0.0572, -0.0261, 0.1149, 0.1267, 0.0957], "total_charge": 1, "gap_ev": [3.533, 3.526], "spin_multiplicity": 1, "e_above_lowest_kcal_mol": 201.2, "homo_ev": [-7.75, -7.75], "max_force_ev_per_a": 6.48}

# 6
{"formula": "C10H16O", "method": "wB97M-V/def2-TZVPD", "species": ["O", "C", "C", "C", "C", "C", "C", "C", "C", "C", "C", "H", "H", "H", "H", "H", "H", "H", "H", "H", "H", "H", "H", "H", "H", "H", "H"], "xyz": [[-2.064366, 0.726342, 1.243979], [0.731869, 0.155303, -1.000651], [-1.234886, 0.147914, 0.325944], [-0.147058, 0.832701, -0.176758], [0.519085, -1.173259, -1.408340], [-1.360446, -1.220856, 0.015966], [2.992108, -2.141118, -1.621856], [-0.397102, 3.397490, 1.915537], [1.559820, -2.077457, -2.160546], [-0.668553, -1.775265, -0.998961], [-0.277633, 2.179166, 2.872038], [3.557496, -1.305073, -2.159938], [-0.054028, 2.360227, 3.841306], [-1.961624, -1.916174, 0.624602], [0.334399, 1.309483, 2.333953], [1.600303, 0.757735, -1.066532], [3.252626, -3.200806, -1.781183], [-2.972079, 0.338264, 1.242901], [0.639896, 3.789797, 1.346278], [-1.039433, -2.769884, -1.313169], [1.296831, -3.086220, -2.212379], [0.129652, 1.926170, 0.050305], [1.653988, -1.715361, -3.280138], [-1.107613, 3.324477, 1.059680], [-0.652138, 4.264236, 2.510502], [2.944694, -1.733107, -0.654492], [-1.411261, 1.897798, 2.932228]], "forces_ev_per_angstrom": [[-1.32, -0.08, -0.09], [-0.14, -0.98, 0.52], [-0.18, -1.07, 0.62], [-0.14, 1.71, 0.03], [1.26, -0.62, -1.13], [-1.74, 0.99, 1.26], [-0.45, 1.88, -1.96], [2.92, 1.41, -1.27], [-0.10, 3.13, -2.38], [0.84, -1.27, -0.37], [-2.73, -2.01, -5.15], [0.01, -1.80, 0.41], [1.61, 0.88, 2.77], [-0.43, 0.84, -0.44], [-1.42, 1.74, 1.68], [1.28, -0.23, -1.11], [1.00, 0.93, 0.48], [1.29, 0.17, -0.23], [-2.31, -1.31, 1.62], [0.99, 0.44, 0.07], [-1.51, -1.35, -0.01], [-0.91, -2.03, -0.18], [-0.47, -0.72, 1.96], [0.30, -0.35, 0.98], [-0.35, 0.33, 0.02], [0.39, -0.46, 1.86], [2.28, -0.19, 0.02]], "lowdin_charge": [-0.0080, -0.0437, -0.3161, -0.0432, -0.1940, -0.0408, -0.1101, -0.2113, -0.2188, -0.0723, -0.1616, 0.0941, 0.0045, 0.1260, 0.1026, 0.1012, 0.0811, 0.1348, 0.1146, 0.1263, 0.0615, 0.1157, 0.1379, 0.0527, 0.0375, 0.0432, 0.0862], "gap_ev": 9.104, "spin_multiplicity": 1, "e_above_lowest_kcal_mol": 80.4, "smiles": "CCc1ccc(O)cc1.CC", "homo_ev": -8.33, "max_force_ev_per_a": 6.17}